[1]
Computed, not measured: a 2-piece molecular cluster, C14H16O2 overall in a non-equilibrium geometry, with ωB97M-V with the def2-TZVPD basis set.

Last columns: bonded neighbours and bond lengths (Å).
Geometry (Å):
1 C 0.85 0.06 3.42  C3 1.455, H11 1.177, H12 1.048, H16 1.079
2 C 2.37 1.18 1.88  C3 1.369, C4 1.346, H9 1.050
3 C 1.08 0.90 2.26  C1 1.455, C2 1.369, C6 1.421
4 C 2.57 2.00 0.83  C2 1.346, C5 1.425, H10 1.066
5 C 1.55 2.26 -0.13  C4 1.425, C7 1.396, O8 1.377
6 C -0.01 1.23 1.41  C3 1.421, C7 1.376, H13 1.072
7 C 0.24 1.94 0.25  C5 1.396, C6 1.376, H15 1.146
8 O 1.92 2.83 -1.33  C5 1.377, H14 0.991
9 H 3.18 1.06 2.54  C2 1.050
10 H 3.45 2.59 0.90  C4 1.066
11 H -0.21 -0.37 3.72  C1 1.177
12 H 1.26 0.60 4.22  C1 1.048
13 H -1.05 1.05 1.57  C6 1.072
14 H 1.91 3.81 -1.22  O8 0.991
15 H -0.55 2.10 -0.55  C7 1.146
16 H 1.60 -0.71 3.30  C1 1.079
17 C -2.96 -1.24 1.18  C21 1.453, H29 1.118, H30 1.177, H32 1.116
18 C -1.87 -1.67 -2.42  C19 1.413, C20 1.471, H25 1.073
19 C -0.47 -1.59 -2.27  C18 1.413, C22 1.411, O24 1.309
20 C -2.79 -1.60 -1.28  C18 1.471, C21 1.414, H26 1.021
21 C -2.17 -1.54 0.00  C17 1.453, C20 1.414, C23 1.360
22 C 0.05 -1.45 -0.97  C19 1.411, C23 1.388, H27 1.081
23 C -0.82 -1.51 0.11  C21 1.360, C22 1.388, H31 1.115
24 O 0.33 -1.86 -3.27  C19 1.309, H28 0.993
25 H -2.30 -1.83 -3.39  C18 1.073
26 H -3.76 -1.52 -1.59  C20 1.021
27 H 1.05 -1.82 -0.76  C22 1.081
28 H 1.28 -1.62 -3.09  O24 0.993
29 H -3.86 -0.59 1.02  C17 1.118
30 H -2.21 -0.59 1.82  C17 1.177
31 H -0.30 -1.61 1.09  C23 1.115
32 H -3.30 -2.18 1.66  C17 1.116

LUMO (spin up / spin down)	3.4 / 3.3	eV
energy relative to the best compared isomer or geometry (same formula, charge and spin)	213.1	kJ/mol
spin multiplicity	2
frontier orbital gap (spin up / spin down)	0.0955 / 0.2641	Ha
total energy	-693.4210	Ha
molar mass	216.3	g/mol
charge	-1

[2]
Computed, not measured: a 13-piece molecular cluster, C48H82Cl8N7 overall in a non-equilibrium geometry, with ωB97M-V with the def2-TZVPD basis set.

Last columns: bonded neighbours and bond lengths (Å).
Geometry (Å):
1 C 1.46 -1.54 4.38  N2 1.482, H15 1.090, H16 1.090, H17 1.090
2 N 0.90 -0.60 3.38  C1 1.482, C3 1.413, C7 1.367
3 C 0.87 0.77 3.71  N2 1.413, C4 1.388, H18 1.080
4 C 0.39 1.73 2.84  C3 1.388, C5 1.400, H19 1.080
5 C 0.03 1.32 1.55  C4 1.400, C6 1.388, C8 1.477
6 C 0.13 -0.03 1.24  C5 1.388, C7 1.349, H20 1.080
7 C 0.56 -0.97 2.11  N2 1.367, C6 1.349, H21 1.080
8 C -0.38 2.28 0.50  C5 1.477, C9 1.418, C13 1.421
9 C 0.04 2.17 -0.85  C8 1.418, C10 1.399, H22 1.080
10 C -0.32 3.11 -1.82  C9 1.399, N11 1.323, H23 1.080
11 N -1.02 4.18 -1.48  C10 1.323, C12 1.377, C14 1.524
12 C -1.41 4.39 -0.18  N11 1.377, C13 1.381, H24 1.080
13 C -1.12 3.46 0.79  C8 1.421, C12 1.381, H25 1.080
14 C -1.28 5.31 -2.47  N11 1.524, H26 1.090, H27 1.090, H28 1.090
15 H 1.35 -2.55 3.99  C1 1.090
16 H 0.90 -1.41 5.31  C1 1.090
17 H 2.50 -1.26 4.53  C1 1.090
18 H 1.18 0.99 4.72  C3 1.080
19 H 0.28 2.77 3.11  C4 1.080
20 H -0.03 -0.44 0.25  C6 1.080
21 H 0.50 -2.03 1.93  C7 1.080
22 H 0.55 1.27 -1.15  C9 1.080
23 H -0.03 3.02 -2.85  C10 1.080
24 H -1.84 5.33 0.15  C12 1.080
25 H -1.52 3.59 1.78  C13 1.080
26 H -2.05 4.94 -3.15  C14 1.090
27 H -0.39 5.56 -3.05  C14 1.090
28 H -1.57 6.22 -1.93  C14 1.090
29 C -4.71 0.05 -6.61  N30 1.427, H43 1.090, H44 1.090, H45 1.090
30 N -4.41 -0.04 -5.22  C29 1.427, C31 1.346, C35 1.328
31 C -5.10 -0.99 -4.55  N30 1.346, C32 1.404, H46 1.080
32 C -4.69 -1.41 -3.28  C31 1.404, C33 1.420, H47 1.080
33 C -3.72 -0.67 -2.55  C32 1.420, C34 1.411, C36 1.457
34 C -3.04 0.33 -3.29  C33 1.411, C35 1.398, H48 1.080
35 C -3.40 0.57 -4.62  N30 1.328, C34 1.398, H49 1.080
36 C -3.50 -0.90 -1.13  C33 1.457, C37 1.424, C41 1.396
37 C -3.38 0.23 -0.27  C36 1.424, C38 1.398, H50 1.080
38 C -3.06 0.08 1.08  C37 1.398, N39 1.345, H51 1.080
39 N -2.98 -1.14 1.64  C38 1.345, C40 1.339, C42 1.419
40 C -3.19 -2.22 0.88  N39 1.339, C41 1.400, H52 1.080
41 C -3.40 -2.14 -0.50  C36 1.396, C40 1.400, H53 1.080
42 C -2.93 -1.22 3.06  N39 1.419, H54 1.090, H55 1.090, H56 1.090
43 H -4.37 -0.85 -7.12  C29 1.090
44 H -4.17 0.86 -7.10  C29 1.090
45 H -5.79 0.09 -6.72  C29 1.090
46 H -5.92 -1.55 -4.97  C31 1.080
47 H -5.29 -2.25 -2.94  C32 1.080
48 H -2.30 0.95 -2.81  C34 1.080
49 H -2.81 1.26 -5.21  C35 1.080
50 H -3.47 1.19 -0.74  C37 1.080
51 H -2.82 0.86 1.79  C38 1.080
52 H -3.40 -3.13 1.42  C40 1.080
53 H -3.56 -3.04 -1.08  C41 1.080
54 H -3.17 -2.24 3.35  C42 1.090
55 H -3.72 -0.55 3.41  C42 1.090
56 H -1.92 -1.09 3.45  C42 1.090
57 C -5.91 8.68 -8.51  C58 1.574, H66 1.090, H67 1.090, H68 1.090
58 C -5.69 7.28 -7.82  C57 1.574, C59 1.548, H69 1.090, H70 1.090
59 C -5.58 7.31 -6.28  C58 1.548, N60 1.577, H71 1.090, H72 1.090
60 N -5.00 6.07 -5.48  C59 1.577, C61 1.568, C62 1.620, C65 1.515
61 C -4.45 6.64 -4.12  N60 1.568, H73 1.090, H74 1.090, H75 1.090
62 C -3.79 5.35 -6.29  N60 1.620, C63 1.562, H76 1.090, H77 1.090
63 C -4.49 4.03 -6.74  C62 1.562, C64 1.554, H78 1.090, H79 1.090
64 C -5.43 3.68 -5.56  C63 1.554, C65 1.491, H80 1.090, H81 1.090
65 C -6.06 5.01 -5.29  N60 1.515, C64 1.491, H82 1.090, H83 1.090
66 H -4.98 9.25 -8.46  C57 1.090
67 H -6.72 9.29 -8.10  C57 1.090
68 H -6.23 8.60 -9.54  C57 1.090
69 H -4.83 6.84 -8.32  C58 1.090
70 H -6.58 6.71 -8.07  C58 1.090
71 H -6.55 7.47 -5.81  C59 1.090
72 H -4.91 8.12 -6.01  C59 1.090
73 H -4.28 5.78 -3.48  C61 1.090
74 H -5.19 7.37 -3.78  C61 1.090
75 H -3.50 7.16 -4.26  C61 1.090
76 H -3.04 5.09 -5.54  C62 1.090
77 H -3.25 6.02 -6.95  C62 1.090
78 H -3.72 3.27 -6.89  C63 1.090
79 H -5.04 4.18 -7.67  C63 1.090
80 H -4.94 3.32 -4.65  C64 1.090
81 H -6.10 2.90 -5.90  C64 1.090
82 H -6.70 5.09 -4.42  C65 1.090
83 H -6.69 5.06 -6.18  C65 1.090
84 C 9.14 -1.63 6.20  C85 1.607, H93 1.090, H94 1.090, H95 1.090
85 C 8.17 -2.80 6.73  C84 1.607, C86 1.576, H96 1.090, H97 1.090
86 C 6.69 -2.58 6.25  C85 1.576, N87 1.544, H98 1.090, H99 1.090
87 N 5.56 -3.39 6.93  C86 1.544, C88 1.586, C89 1.483, C92 1.520
88 C 5.78 -4.93 6.60  N87 1.586, H100 1.090, H101 1.090, H102 1.090
89 C 4.21 -2.93 6.53  N87 1.483, C90 1.564, H103 1.090, H104 1.090
90 C 3.20 -3.52 7.56  C89 1.564, C91 1.500, H105 1.090, H106 1.090
91 C 3.98 -3.36 8.83  C90 1.500, C92 1.515, H107 1.090, H108 1.090
92 C 5.41 -3.11 8.41  N87 1.520, C91 1.515, H109 1.090, H110 1.090
93 H 9.18 -1.68 5.11  C84 1.090
94 H 10.18 -1.80 6.47  C84 1.090
95 H 8.87 -0.61 6.48  C84 1.090
96 H 8.22 -2.78 7.82  C85 1.090
97 H 8.61 -3.73 6.35  C85 1.090
98 H 6.67 -3.09 5.29  C86 1.090
99 H 6.34 -1.55 6.16  C86 1.090
100 H 6.85 -5.07 6.76  C88 1.090
101 H 5.58 -5.02 5.54  C88 1.090
102 H 5.11 -5.62 7.11  C88 1.090
103 H 4.12 -3.29 5.50  C89 1.090
104 H 4.02 -1.86 6.59  C89 1.090
105 H 2.91 -4.57 7.42  C90 1.090
106 H 2.27 -2.96 7.61  C90 1.090
107 H 3.92 -4.27 9.43  C91 1.090
108 H 3.75 -2.42 9.33  C91 1.090
109 H 6.18 -3.74 8.87  C92 1.090
110 H 5.70 -2.07 8.55  C92 1.090
111 C 3.62 -3.41 -3.35  C112 1.485, H120 1.090, H121 1.090, H122 1.090
112 C 3.53 -3.57 -1.88  C111 1.485, C113 1.506, H123 1.090, H124 1.090
113 C 2.88 -4.86 -1.45  C112 1.506, N114 1.549, H125 1.090, H126 1.090
114 N 2.91 -5.07 0.08  C113 1.549, C115 1.531, C116 1.544, C119 1.484
115 C 2.43 -3.80 0.79  N114 1.531, H127 1.090, H128 1.090, H129 1.090
116 C 4.36 -5.29 0.57  N114 1.544, C117 1.520, H130 1.090, H131 1.090
117 C 4.12 -5.98 1.90  C116 1.520, C118 1.471, H132 1.090, H133 1.090
118 C 2.84 -6.70 1.87  C117 1.471, C119 1.553, H134 1.090, H135 1.090
119 C 2.12 -6.22 0.58  N114 1.484, C118 1.553, H136 1.090, H137 1.090
120 H 4.40 -4.10 -3.67  C111 1.090
121 H 4.05 -2.44 -3.63  C111 1.090
122 H 2.67 -3.57 -3.85  C111 1.090
123 H 2.91 -2.74 -1.54  C112 1.090
124 H 4.55 -3.51 -1.49  C112 1.090
125 H 3.48 -5.65 -1.88  C113 1.090
126 H 1.83 -4.99 -1.72  C113 1.090
127 H 2.22 -4.04 1.83  C115 1.090
128 H 1.47 -3.52 0.34  C115 1.090
129 H 3.20 -3.05 0.65  C115 1.090
130 H 4.96 -4.38 0.59  C116 1.090
131 H 4.70 -6.01 -0.18  C116 1.090
132 H 4.15 -5.24 2.69  C117 1.090
133 H 4.93 -6.68 2.14  C117 1.090
134 H 2.20 -6.30 2.66  C118 1.090
135 H 3.02 -7.76 2.00  C118 1.090
136 H 1.08 -5.92 0.69  C119 1.090
137 H 2.22 -6.98 -0.20  C119 1.090
138 Cl 1.72 -0.13 7.69  no bonds
139 Cl 2.28 3.70 4.75  no bonds
140 Cl -3.71 2.84 3.52  no bonds
141 Cl -0.72 3.08 -5.56  no bonds
142 Cl 0.14 -1.59 -2.12  no bonds
143 Cl -0.72 -4.30 2.93  no bonds
144 Cl 2.12 5.94 -1.68  no bonds
145 Cl -3.38 8.44 -1.14  no bonds

LUMO	-1.1	eV
spin multiplicity	1
frontier orbital gap	0.0873	Ha
total energy	-5942.7824	Ha
molar mass	1040.9	g/mol
charge	-1

[3]
Computed, not measured: an isolated ion of composition C5H8NO4S and charge -1 in a non-equilibrium geometry, with ωB97M-V with the def2-TZVPD basis set.

Last columns: bonded neighbours and bond lengths (Å).
Geometry (Å):
1 C -0.33 -0.44 2.13  N6 1.320, O7 1.224, O9 1.392
2 C 0.35 1.18 -3.28  C3 1.504, C4 1.511, H12 1.078, H13 1.081
3 C 1.63 0.77 -2.61  C2 1.504, C4 1.507, H14 1.082, H15 1.077
4 C 0.34 0.12 -2.20  C2 1.511, C3 1.507, O10 1.349, H16 1.096
5 C -1.73 -1.74 3.54  O9 1.405, H17 1.094, H18 1.096, H19 1.096
6 N -0.21 0.76 1.60  C1 1.320, S11 1.596
7 O 0.43 -1.39 2.06  C1 1.224
8 O 1.05 2.37 0.25  S11 1.457
9 O -1.49 -0.51 2.91  C1 1.392, C5 1.405
10 O -0.27 0.34 -1.02  C4 1.349, S11 1.945
11 S 0.87 0.94 0.44  N6 1.596, O8 1.457, O10 1.945
12 H -0.06 2.14 -3.00  C2 1.078
13 H 0.18 0.89 -4.30  C2 1.081
14 H 2.34 0.18 -3.19  C3 1.082
15 H 2.08 1.47 -1.92  C3 1.077
16 H 0.21 -0.91 -2.55  C4 1.096
17 H -1.92 -1.56 4.61  C5 1.094
18 H -0.86 -2.39 3.42  C5 1.096
19 H -2.60 -2.22 3.09  C5 1.096

LUMO	3.8	eV
energy relative to the best compared isomer or geometry (same formula, charge and spin)	123.9	kJ/mol
spin multiplicity	1
frontier orbital gap	0.3069	Ha
total energy	-949.2288	Ha
molar mass	178.2	g/mol
charge	-1

[4]
Computed, not measured: a 2-piece molecular cluster, C4H12N4 overall in a non-equilibrium geometry, with ωB97M-V with the def2-TZVPD basis set.

Last columns: bonded neighbours and bond lengths (Å).
Geometry (Å):
1 C -1.53 -1.78 0.30  N2 1.464, H5 1.108, H6 1.094, H7 1.143
2 N -2.77 -1.12 -0.11  C1 1.464, C3 1.292
3 C -3.11 -0.01 0.45  N2 1.292, N4 1.428, H8 1.106
4 N -2.32 0.88 1.25  C3 1.428, H9 1.037, H10 1.021
5 H -1.12 -2.30 -0.59  C1 1.108
6 H -1.78 -2.50 1.09  C1 1.094
7 H -0.72 -1.08 0.71  C1 1.143
8 H -4.11 0.39 0.21  C3 1.106
9 H -1.29 0.91 1.12  N4 1.037
10 H -2.75 1.79 1.40  N4 1.021
11 C 1.38 -0.67 -0.67  N12 1.462, H15 1.087, H16 1.111, H17 1.093
12 N 1.49 0.62 0.01  C11 1.462, C13 1.289
13 C 2.58 1.28 -0.21  N12 1.289, N14 1.426, H18 1.132
14 N 3.66 0.81 -1.01  C13 1.426, H19 1.041, H20 1.028
15 H 0.34 -0.89 -0.89  C11 1.087
16 H 1.76 -1.47 0.00  C11 1.111
17 H 1.89 -0.65 -1.64  C11 1.093
18 H 2.98 2.17 0.36  C13 1.132
19 H 3.94 1.55 -1.68  N14 1.041
20 H 4.45 0.82 -0.35  N14 1.028

LUMO	0.8	eV
energy relative to the best compared isomer or geometry (same formula, charge and spin)	206.4	kJ/mol
SMILES	C/N=C\N.C/N=C\N
spin multiplicity	1
frontier orbital gap	0.3468	Ha
total energy	-378.5597	Ha
molar mass	116.2	g/mol